This record from OMol25 describes a molecular structure, C32H31Cl2F12N5O2S2W. The level of theory is ωB97M-V/def2-TZVPD.

Positions of all 87 atoms, in Å:
C1 -5.8352 -0.5421 4.1830
C2 -0.6243 2.8946 0.7977
C3 -4.1163 -3.2384 2.2705
H1 2.3333 -3.6354 2.7604
C4 2.2505 3.5370 -0.6127
W1 0.1761 -0.7494 -1.2349
C5 2.4383 -0.7622 0.9743
C6 2.1721 0.0949 -2.9041
H2 -3.5822 -2.9868 1.3601
C7 1.5326 3.5974 -1.8091
F1 2.5058 -0.4791 -5.1918
F2 1.0830 1.0836 -4.8868
H3 0.6250 2.5071 -3.3730
N1 -4.7600 -2.0478 2.7658
S1 -4.4973 -0.6160 0.4928
C8 1.1520 2.4270 -2.4352
C9 4.3636 -2.7511 4.2771
N2 -5.7844 -0.1124 2.7997
H4 -0.9135 -1.3145 -4.9448
C10 2.0405 1.1548 -0.5673
C11 -1.6563 -1.0104 -4.2021
H5 -2.2445 -3.0489 -3.8021
C12 -0.0534 3.6789 1.8267
C13 1.5130 1.1401 -1.9140
F3 0.1875 -4.4181 1.9807
H6 -6.2553 -2.6982 4.0978
C14 -0.0714 5.0604 1.7987
H7 0.3933 5.6139 2.6002
F4 -1.6979 -0.4431 -1.1306
C15 0.9349 -2.6903 0.5364
C16 2.0335 -2.0514 1.3560
C17 4.1797 -0.8396 2.6425
C18 -1.2619 3.6074 -0.2394
H8 -1.8295 0.6328 -2.9799
F5 4.3611 -0.7373 -3.5396
C19 3.7219 -2.0640 3.1066
C20 2.4637 2.3245 0.0365
C21 -1.9340 -2.1563 -3.2512
C22 2.6614 -2.6589 2.4327
F6 3.7476 -1.0916 -1.5262
S2 -0.5620 1.1946 0.8884
N3 -1.1036 0.1312 -3.4674
C23 3.6690 -0.2148 -2.5186
H9 2.5707 4.4546 -0.1382
N4 1.7601 -0.1014 -0.0641
H10 -0.6543 0.7768 -4.1019
H11 2.8357 2.3319 1.0472
F7 -1.4190 -2.6557 0.3139
H12 -1.8070 5.4850 -1.0840
C24 -1.2999 4.9876 -0.2706
H13 -4.6985 -2.3072 4.8449
C25 -0.3308 -1.8720 0.6478
O1 1.1460 -2.4679 -0.8334
H14 -4.8496 -4.0232 2.0597
F8 -0.6149 -1.3636 1.8668
Cl1 0.7227 2.9348 3.1807
C26 -5.0203 -0.9447 2.0330
F9 -0.0117 -4.7726 -0.1511
F10 3.1750 1.5069 -4.5761
C27 2.2350 0.5635 -4.3960
H15 -5.1473 0.0286 4.8138
O2 1.4061 -1.0416 -2.8295
H16 4.6981 -3.7568 4.0183
H17 -0.7144 6.7914 0.7162
H18 -2.7233 -1.8965 -2.5462
C28 -0.6926 5.7103 0.7424
H19 -2.5726 -0.7519 -4.7433
C29 3.5544 -0.1930 1.5901
H20 5.2296 -2.1931 4.6311
H21 -6.8412 -0.4516 4.5922
H22 -3.4073 -3.6052 3.0149
H23 0.9131 5.6569 -1.7125
H24 0.4747 4.8393 -3.2140
H25 3.9644 0.7341 1.2321
Cl2 -2.1026 2.7680 -1.4946
H26 0.0741 -2.6022 -3.1174
C30 1.2463 4.9267 -2.4499
H27 -0.7806 -3.2017 -1.8545
H28 5.0423 -0.3754 3.1061
H29 -5.8218 0.8537 2.5255
C31 0.7633 -4.1958 0.7807
F11 1.9305 -4.8630 0.7578
C32 -5.4008 -2.0123 4.0634
H30 3.6659 -2.8456 5.1111
F12 4.3155 0.9044 -2.1459
N5 -0.7084 -2.4148 -2.4917
H31 2.1389 5.3322 -2.9288

Output
**ΔE to the lowest compared entry with this formula, charge and spin**: 315.67 kJ/mol
**Multiplicity**: 3
**LUMO energy (spin up / spin down)**: -0.35 / -2.42 eV
**Gap between HOMO and LUMO (spin up / spin down)**: 5.9826 / 5.2007 eV

=====

This record from OMol25 describes a molecular structure, C32H31Cl2F12N5O2S2W. The level of theory is ωB97M-V/def2-TZVPD.

Positions of all 87 atoms, in Å:
H1 1.2534 6.9330 3.7514
S1 -0.9774 0.7045 1.3482
F1 2.3963 1.9094 -0.9314
C1 4.2334 -1.1009 0.1571
C2 -3.0682 -2.5718 1.0473
C3 -2.2429 -1.2087 4.7201
H2 2.0210 -3.2471 1.3634
H3 3.4117 -1.6847 -1.6448
H4 -4.0657 -2.4911 1.4784
C4 -2.7387 -1.7237 0.0024
C5 -2.6457 -0.1607 -2.7401
H5 -4.0301 2.3226 -5.5831
H6 -5.1768 0.2144 3.7928
C6 1.1522 1.3446 -1.1556
N1 1.6593 4.8607 3.5881
C7 1.8227 1.7333 -3.6255
H7 -4.2196 -1.2477 5.5502
C8 3.7893 -2.3743 0.8491
H8 -1.6306 -4.7383 3.2636
C9 -3.0021 2.5921 -5.3398
H9 -3.0730 -3.7599 3.5572
F2 1.8236 -5.2301 -1.7436
C10 0.8886 -4.8353 -0.8807
H10 -3.0025 3.6228 -4.9779
F3 1.6547 3.0615 -3.5225
C11 3.0538 4.5815 0.2980
C12 -3.3241 0.4258 2.7614
N2 2.3353 4.9091 1.5000
F4 0.0266 -4.5670 -3.3801
C13 -0.5915 -2.8425 -0.1440
C14 -4.1288 -0.0560 3.7749
F5 1.5030 -4.8763 0.3245
C15 -3.5899 -0.8722 4.7539
C16 -0.5294 0.9295 -2.9728
C17 -0.9313 -3.5814 0.9760
H11 -4.2096 0.5103 -4.0269
C18 -1.4640 -1.7644 -0.5638
C19 2.2341 4.1228 2.5890
Cl1 0.2152 -1.1539 3.7191
S2 2.6844 2.5350 2.7400
H12 0.0143 6.0088 2.8833
H13 -2.4169 2.5677 -6.2610
F6 1.8790 0.0850 1.0148
H14 2.6993 6.9583 1.8692
F7 0.2725 2.2974 -0.7005
O1 1.4195 -2.5968 -1.5312
H15 1.2285 6.6128 0.9448
C20 1.8606 6.2628 1.7607
C21 -1.0920 1.7593 -3.9295
H16 4.0265 5.0833 0.2727
H17 3.1994 3.5054 0.2690
H18 2.1661 -1.7156 1.9604
H19 3.9422 -3.2239 0.1804
C22 0.3477 -3.4129 -1.2616
C23 -2.1656 -3.4593 1.6162
H20 -1.8059 -1.8361 5.4854
F8 -0.0699 -5.7605 -0.8556
C24 -1.4496 -0.7356 3.6949
C25 -0.5183 -3.6394 -2.5709
H21 3.5391 -0.0601 -1.5263
N3 3.3379 -0.9040 -0.9938
H22 4.1295 -0.2416 0.8150
F9 3.1257 1.4842 -3.4006
C26 1.0878 6.1017 3.0699
H23 4.4114 -2.5366 1.7309
C27 -1.9487 0.0992 2.6634
H24 -0.2600 -4.3237 1.3785
H25 5.2746 -1.1836 -0.1534
Cl2 -4.0325 1.4206 1.5484
H26 2.4779 4.8823 -0.5774
C28 -3.1823 0.6588 -3.7146
H27 -3.2578 -0.9593 -2.3389
F10 -1.7640 -4.0589 -2.2860
N4 -0.7786 -0.7885 -1.2842
C29 0.9498 0.9580 -2.6282
N5 2.3575 -2.3205 1.1657
C30 -2.5252 -4.3213 2.7975
H28 -3.1562 -5.1563 2.4795
H29 1.2493 4.3511 4.3511
H30 -3.4435 -0.9579 -0.2940
C31 -2.4250 1.6595 -4.3067
W1 1.1716 -0.8000 -0.5612
F11 1.5924 1.3972 -4.9000
C32 -1.3347 -0.0138 -2.2985
F12 -0.6267 -2.5290 -3.2912
O2 1.4558 -0.3457 -2.5393
H31 -0.4788 2.5027 -4.4202

Output
**ΔE to the lowest compared entry with this formula, charge and spin**: 220.79 kJ/mol
**Multiplicity**: 3
**LUMO energy (spin up / spin down)**: -0.37 / -2.41 eV
**Gap between HOMO and LUMO (spin up / spin down)**: 6.6891 / 5.1028 eV

=====

This record from OMol25 describes a molecular structure, C32H31ClMgN2O10. The level of theory is ωB97M-V/def2-TZVPD.

Positions of all 77 atoms, in Å:
H1 -1.2993 4.1267 -2.4800
C1 4.8367 2.0657 0.6121
H2 1.5430 1.3261 4.2272
C2 -2.7712 -1.3936 0.8839
C3 -3.7052 -0.3520 0.9072
C4 2.0495 -1.2441 -3.4658
H3 -2.3034 5.6913 -0.7715
C5 -0.5277 -2.8670 -1.3151
H4 1.7675 3.4574 -1.2261
H5 0.6303 -1.7361 4.5149
C6 1.2749 0.9601 -0.4688
O1 -0.5496 -0.6116 2.4712
H6 5.7544 3.9830 0.2774
H7 2.2505 -1.0575 4.2313
C7 2.5821 1.7781 -0.2210
H8 -0.1727 -2.8144 2.0306
H9 1.0294 0.6129 -3.0887
Cl1 -2.5297 1.8760 -4.1937
H10 -0.9496 -2.2555 -2.1000
C8 0.5624 1.0005 3.8773
C9 -5.3228 -1.7622 1.9982
H11 3.7706 4.8831 -0.9146
O2 1.5124 0.0287 1.8612
C10 -4.9586 -0.5301 1.4636
C11 -3.1501 -2.6204 1.4089
H12 0.0868 1.8176 3.3400
H13 1.1609 -5.7597 -0.7746
C12 2.6342 3.0803 -0.7027
H14 1.9003 -1.1918 -4.5382
C13 1.5569 -0.2270 -2.6580
H15 1.5595 -2.2059 3.0708
H16 2.4734 -1.4510 0.3480
H17 -0.2805 3.7956 -1.2405
C14 -4.4155 -2.8056 1.9617
C15 0.6473 0.6838 0.9263
C16 0.7110 -0.2353 2.9842
O3 -1.6514 -0.4857 -1.0008
O4 -1.2385 1.3169 -3.7385
H18 3.7147 0.2675 0.8052
N1 -1.8996 4.7740 -0.6830
C17 -0.0704 -3.1510 1.0122
C18 3.7626 3.8708 -0.5284
H19 -2.4670 -3.4572 1.3834
C19 2.8749 -2.3806 -1.5287
H20 1.0031 -4.9262 1.5553
C20 0.5746 -4.3518 0.7403
O5 -2.4511 2.5853 -0.4734
C21 -2.8151 3.7936 -0.2655
H21 -3.4491 0.6049 0.4697
C22 1.3285 -1.3904 3.7531
N2 -0.8860 4.5129 -1.6324
C23 0.0966 -4.0733 -1.5866
O6 -2.4504 3.3116 -4.2073
H22 -1.4717 0.7585 1.2242
C24 2.3744 -1.3702 -0.7242
H23 -6.3087 -1.9061 2.4257
C25 3.7085 1.2795 0.4320
C26 0.6572 -4.8234 -0.5607
H24 3.3616 -3.2349 -1.0732
C27 -0.6231 -2.3858 -0.0109
O7 -2.8159 1.3830 -5.5114
O8 -3.8363 4.1697 0.3108
C28 1.7216 -0.2684 -1.2804
O9 -3.5132 1.4268 -3.2336
H25 -4.6893 -3.7774 2.3591
H26 5.6972 1.6533 1.1274
H27 -0.0648 0.7455 4.7320
H28 -5.6582 0.2972 1.4709
C29 4.8717 3.3699 0.1355
Mg1 -1.4830 1.3336 -1.5745
H29 0.4857 1.7089 1.2822
C30 2.7227 -2.3189 -2.9083
H30 0.1663 -4.4203 -2.6110
C31 -1.4037 -1.0778 0.2014
H31 3.1047 -3.1156 -3.5369
O10 0.3866 1.7419 -1.1448
C32 -0.7242 -0.0363 1.1572

Output
**ΔE to the lowest compared entry with this formula, charge and spin**: 0.00 kJ/mol
**LUMO energy**: 4.38 eV
**Gap between HOMO and LUMO**: 7.5305 eV
**Net charge**: -2

=====

This record from OMol25 describes a molecular structure, C32H31FeN5O5S. The level of theory is ωB97M-V/def2-TZVPD.

Positions of all 75 atoms, in Å:
H1 3.0332 -3.8076 0.5382
H2 2.2853 6.1224 3.4496
C1 0.0182 -4.6908 -0.8055
C2 -3.6827 -1.2714 -2.3620
H3 -1.8408 -0.1947 -2.7463
H4 -0.9161 -4.2160 -4.7373
C3 -0.0569 3.5132 1.8191
C4 1.1483 -4.8449 -4.3422
C5 2.9297 -0.5028 -2.2804
C6 1.8889 4.9323 1.7081
H5 1.0227 -5.8647 -4.7191
C7 -0.2167 3.8482 3.1618
H6 -3.1850 -1.3499 2.1848
C8 -0.8358 3.8835 -1.4621
H7 2.7351 5.3347 1.1376
C9 0.2231 -2.6492 -3.8213
C10 0.6881 0.4004 2.3262
H8 -1.0091 3.3565 3.7391
C11 1.4383 -2.1873 -3.2969
C12 1.5137 -0.8785 -2.6025
N1 0.1082 2.8164 -1.2166
H9 -0.5487 -5.4974 -1.2859
H10 3.2579 -5.0435 -3.8985
H11 -0.4994 4.8654 -1.1628
C13 2.3848 -4.3854 -3.8982
H12 -0.2587 5.9678 5.3632
C14 -0.5613 -3.4200 -0.7160
N2 0.0832 -2.3521 -0.2062
H13 1.5940 0.6938 1.7626
C15 -2.5296 -0.6154 -1.9832
C16 -1.4542 -0.3497 2.2156
O1 1.9010 1.7764 -0.1652
C17 -1.5356 -0.4956 3.6358
H14 3.3767 -1.1879 -1.5590
C18 1.6380 5.3545 3.0147
C19 -4.0730 -1.6793 -0.0165
H15 -4.6642 -2.1135 0.8091
S1 1.4768 3.1739 -0.4378
O2 -2.0478 2.1611 -0.3491
O3 -2.9960 4.2424 -0.3268
C20 2.5447 -3.0667 -3.4514
H16 0.0028 4.2840 5.7851
H17 1.8012 -5.8263 -0.3109
O4 0.5592 -0.1666 -2.2877
H18 -5.3394 -2.5007 -1.5553
C21 1.0736 3.9573 1.1078
H19 -3.8992 -1.3547 -3.4374
H20 3.5524 -2.7486 -3.1390
C22 0.4255 5.1187 5.2323
C23 -0.4618 -0.0860 4.3848
H21 1.6480 0.6454 4.2264
H22 1.8466 -1.5786 0.5492
H23 -2.4785 -0.8983 4.0386
C24 1.3539 -2.5003 0.1993
Fe1 -0.3522 0.8677 -0.6319
H24 2.9378 0.5148 -1.8467
O5 2.4946 4.0637 -0.9864
C25 0.6350 4.7666 3.7847
H25 -1.6005 -3.2347 -1.0391
H26 -0.5075 -0.1090 5.4795
C26 1.3190 -4.8562 -0.3093
C27 0.0750 -3.9364 -4.3285
H27 -0.6505 -1.9866 -3.8904
H28 -0.7737 2.8294 1.3586
C28 -2.8911 -0.9295 0.2537
N3 -0.4135 0.1734 1.5755
C29 -4.4569 -1.8591 -1.3287
N4 -2.5536 -0.8281 1.5677
H29 -1.1450 3.8986 -2.5083
N5 -2.1318 -0.4165 -0.7168
C30 -2.1140 3.4499 -0.6465
H30 1.3883 5.3802 5.7045
H31 3.5586 -0.5305 -3.1785
C31 0.7187 0.3466 3.7063
C32 2.0007 -3.7285 0.1706

Output
**Multiplicity**: 6
**LUMO energy (spin up / spin down)**: -3.34 / -4.73 eV
**Gap between HOMO and LUMO (spin up / spin down)**: 7.9591 / 6.4615 eV
**Net charge**: +1

=====

This record from OMol25 describes a molecular structure, C32H31GeN3SSiTc. The level of theory is ωB97M-V/def2-TZVPD.

Positions of all 70 atoms, in Å:
C1 -4.6229 1.8404 -0.9316
H1 -1.5845 -5.8828 4.1390
H2 -0.9883 0.9060 -7.2528
C2 -0.8858 0.9822 -6.1791
Ge1 -0.4434 1.3112 -1.4316
H3 -1.9234 -0.8505 -5.7955
H4 -0.8977 3.9657 -0.0065
C3 -2.2571 1.4980 -0.6552
H5 1.1565 1.4567 1.4361
H6 2.8637 -1.6739 2.7738
C4 3.2527 -3.8365 -1.7560
H7 0.3348 -4.3005 -0.5142
H8 0.3969 3.0134 -3.8014
C5 0.9257 5.0976 -0.0746
C6 -3.7117 1.4953 1.2602
H9 0.3820 -3.6907 -2.0631
Tc1 1.6883 -1.5992 -0.3350
H10 4.1917 -5.2860 -2.8565
C7 0.1325 3.9936 -0.3386
C8 0.4703 2.4525 3.1989
C9 2.2399 5.1264 -0.5121
H11 2.1355 -3.8263 3.7608
N1 2.1289 -4.5939 -1.3929
H12 1.9988 -5.3956 -2.0099
H13 -1.5961 1.1913 1.3540
C10 -0.1046 2.1604 -4.2412
H14 0.8269 -5.6952 4.6588
C11 -3.3522 1.7460 -1.4695
C12 0.4988 -2.9160 2.7331
C13 -2.4469 1.3790 0.7148
C14 0.3456 -4.9544 4.0355
H15 0.4830 3.4235 2.7236
N2 4.0082 -4.2868 -2.8413
C15 0.8619 1.3436 2.4722
H16 4.8677 -3.7606 -2.9411
H17 -5.4704 2.0058 -1.5816
C16 0.0743 2.3126 4.5201
C17 -1.0053 -5.0566 3.7485
C18 -1.2744 0.0920 -3.9848
H18 2.8567 5.9921 -0.3135
C19 -0.6202 1.1750 -3.4098
C20 1.0822 -3.8974 3.5284
H19 0.1837 2.8349 -6.2532
C21 -0.8630 -3.0342 2.4548
C22 0.4760 -0.0477 4.3637
H20 -0.2635 0.9299 6.1173
H21 -0.2308 3.1702 5.1025
C23 -1.6079 -4.0862 2.9624
N3 0.9225 -3.8279 -1.2017
C24 0.5239 -0.2335 -0.7703
H22 2.3759 2.0763 -1.9685
C25 -4.8028 1.7138 0.4355
H23 -1.3405 -2.2838 1.8365
H24 0.4778 -1.0249 4.8277
H25 -3.8485 1.4093 2.3289
H26 -1.6864 -0.6734 -3.3377
C26 -1.4102 -0.0045 -5.3588
C27 -0.2311 2.0653 -5.6169
H27 3.7915 4.0661 -1.5383
H28 -2.6660 -4.1533 2.7493
H29 -3.2045 1.8671 -2.5349
C28 2.7640 4.0438 -1.2013
S1 3.7670 -2.5236 -0.8244
Si1 1.5484 -1.4360 2.0664
H30 0.5220 5.9366 0.4758
C29 0.0647 1.0526 5.0941
C30 1.9726 2.9367 -1.4485
H31 -5.7938 1.7854 0.8573
C31 0.6498 2.9063 -1.0269
C32 0.8873 0.0750 3.0399

Output
**Multiplicity**: 2
**LUMO energy (spin up / spin down)**: -0.79 / -0.80 eV
**Gap between HOMO and LUMO (spin up / spin down)**: 6.2706 / 5.9051 eV

=====

This record from OMol25 describes a molecular structure, C32H31N2OP2Sc. The level of theory is ωB97M-V/def2-TZVPD.

Positions of all 69 atoms, in Å:
C1 -5.3170 -19.3293 4.8016
C2 -5.6040 -11.8757 4.1222
C3 -6.5537 -20.5202 -2.1917
Sc1 -6.0068 -16.2605 1.6515
H1 -5.0506 -20.5839 1.6883
C4 -1.4279 -17.9418 -0.3554
H2 -3.3976 -20.5451 -0.9405
H3 -2.2733 -20.1095 2.1740
C5 -6.1864 -18.5499 -0.8337
P1 -3.9910 -18.0243 0.5674
H4 -9.7592 -17.7340 1.6145
H5 -9.3966 -16.9383 -2.1550
H6 -4.0693 -14.5062 -0.5383
H7 -2.6819 -10.9090 2.5517
O1 -7.7205 -15.6982 2.5407
H8 -5.4695 -17.1664 5.2195
C6 -5.1327 -13.1930 2.1281
H9 -9.8670 -13.6852 2.0482
H10 -4.0186 -10.4043 4.5985
H11 -2.7929 -12.4241 0.0097
N1 -5.1403 -14.3165 1.2915
H12 -7.8787 -15.6611 -0.7058
C7 -5.0671 -20.2515 3.8059
H13 -7.2759 -21.1249 -2.7544
H14 0.5323 -17.7767 -1.2361
C8 -5.2952 -20.9665 -1.8531
H15 -4.9931 -21.3041 4.0527
C9 -4.8319 -17.5103 3.2537
C10 -0.3229 -19.7730 1.3856
C11 -4.8893 -19.0299 -0.5534
C12 -6.5495 -17.3116 -0.2362
H16 -10.0515 -16.2452 0.8158
H17 -10.0806 -16.2223 5.1803
H18 1.5696 -19.3078 0.4193
H19 -1.8572 -17.2361 -1.0591
C13 -8.2594 -18.7277 -2.0733
H20 0.1574 -20.4108 2.0921
H21 -11.1740 -16.8256 2.1399
C14 -5.2722 -17.9399 4.4982
H22 -9.7106 -13.6742 3.8815
C15 -3.6870 -11.3327 2.6799
H23 -4.1986 -16.6078 3.2203
N2 -3.5714 -12.8340 0.5699
C16 -10.1559 -16.7130 1.7576
H24 -6.7049 -13.5889 3.5964
C17 -7.0493 -19.2832 -1.7015
C18 -4.6540 -18.4788 2.1939
H25 -6.2303 -11.6374 5.0150
C19 -1.6668 -19.4895 1.4936
C20 0.4798 -19.1723 0.4020
C21 -9.1589 -16.5024 4.6666
C22 -7.6031 -16.6861 -0.8921
H26 -9.0383 -19.3957 -2.4721
C23 -5.8694 -12.9814 3.3266
H27 -8.3686 -16.0805 5.2298
H28 -9.1470 -17.6113 4.6987
H29 -11.1323 -14.3045 3.0646
C24 -4.0952 -12.3215 1.7974
C25 -4.9593 -19.8054 2.4975
C26 -0.0826 -18.2749 -0.4619
C27 -10.0552 -14.2593 3.0189
C28 -4.3826 -11.1067 3.8893
C29 -2.2710 -18.5871 0.6058
H30 -4.9084 -21.8346 -2.3572
P2 -9.1902 -15.8109 2.9672
H31 -5.6948 -19.5614 5.8177
C30 -4.1452 -14.0202 0.4138
C31 -8.5131 -17.4707 -1.7078
C32 -4.4323 -20.1745 -1.0864

Output
**ΔE to the lowest compared entry with this formula, charge and spin**: 0.00 kJ/mol
**LUMO energy**: -5.97 eV
**Gap between HOMO and LUMO**: 7.0925 eV
**Net charge**: +2

=====

In the order shown, the computed maximum force values come out to 2.6; 2.4; 0.6; 2.3; 5.1; 3.5 eV/Å.
In the order shown, the computed DFT total energy values come out to -4644.57053; -4644.60667; -2760.20796; -3549.68898; -4247.50915; -2865.77458 Ha.